Record 1
DFT (ωB97M-V/def2-TZVPD) results for 11 unconnected molecules or ions with the total composition C7H34NO10 at a distorted geometry.

As for the charge: +1. The LUMO energy comes out at -2.6 eV. As for the electronic energy: -1093.910339 hartree. As for the spin multiplicity: 1. The HOMO-LUMO gap is 9.57 eV.

XYZ file:
```
52
Properties=species:S:1:pos:R:3:lowdin_charge:R:1
C -1.3118 1.1927 -2.8218 -0.1520
C -2.1167 2.3401 -2.1254 -0.1767
C -1.5231 2.8052 -0.8402 -0.0828
C -0.7194 1.9819 -0.2134 -0.1320
C 0.1304 2.4478 0.8851 -0.1348
C -0.1682 2.3845 2.1627 -0.1647
C 0.7179 2.7726 3.3019 -0.0957
N -1.7483 -0.1737 -2.4087 0.1796
H -0.2186 1.3556 -2.5731 0.1245
H -1.5702 1.2841 -3.9648 0.1625
H -3.1237 1.9865 -2.0695 0.1001
H -2.0576 3.1600 -2.8291 0.1144
H -1.6431 3.8888 -0.6954 0.1345
H -0.5785 0.9123 -0.4677 0.0689
H 0.8386 3.1845 0.5495 0.1189
H -1.0619 1.8855 2.4479 0.0924
H 0.1003 3.4496 3.9853 0.1049
H 1.6736 3.2118 3.0235 0.0721
H 1.0760 1.8933 3.8408 0.0705
H -1.2055 -0.3712 -1.4638 0.1171
H -1.5705 -0.8406 -3.0701 0.1104
H -2.6781 -0.1753 -1.9877 0.1192
H 2.4681 0.6114 -2.8681 0.1162
H 1.9588 -0.3571 -1.8313 -0.0236
O 1.8730 -0.2243 -2.7835 -0.0874
H -4.1649 0.6230 0.0948 0.0942
H -3.6354 -0.4281 0.7771 -0.0255
O -3.7484 -0.2567 -0.1602 -0.0758
H -0.1311 -1.6889 0.2427 0.0361
H -1.2164 -0.8973 0.8483 0.0532
O -0.7613 -1.0228 0.0103 -0.0382
H 2.0838 -2.2028 1.7637 0.0056
H 2.0227 -3.6012 1.6834 -0.0077
O 1.5560 -2.9251 2.0433 0.0097
H -2.2775 -1.1982 2.4844 0.0479
H -3.3785 -0.4138 3.2032 0.0173
O -3.2224 -0.8797 2.4407 -0.0171
H -0.4431 -3.1490 1.6992 0.0167
H -1.4645 -3.5035 3.0113 0.1416
O -1.3085 -2.9544 2.1335 -0.1196
H -0.0169 -3.1654 -1.9732 0.0302
H 1.0744 -2.6409 -3.0919 0.0424
O 0.6656 -2.5923 -2.2454 -0.0157
H 5.5007 0.0550 -0.5762 0.0595
H 4.2008 0.1823 0.3003 -0.0264
O 4.8078 -0.3317 -0.0944 0.0365
H 3.1096 -2.6941 -0.6631 0.0300
H 4.1114 -1.8571 0.1565 0.0042
O 3.6132 -2.7147 0.1603 -0.0714
H 1.3747 -0.3772 -0.3491 -0.0260
H 2.0131 0.0126 0.8825 -0.0298
O 2.0936 0.0158 0.0348 0.0718
```

Record 2
DFT (ωB97M-V/def2-TZVPD) results for C4H6OS in the gas phase at a distorted geometry.

The LUMO energy comes out at 0.3 eV. As for the electronic energy: -629.361965 hartree. As for the spin multiplicity: 1. The HOMO-LUMO gap is 8.81 eV.

XYZ file:
```
12
Properties=species:S:1:pos:R:3:lowdin_charge:R:1
S 3.0170 -0.2574 0.1089 0.6062
C 1.2994 -0.2943 -0.0766 -0.8523
C 0.4724 0.8175 -0.2822 -0.2461
C -0.9097 0.4523 0.2381 -0.1577
C -0.7961 -1.0298 -0.0058 -0.2038
O 0.5424 -1.3391 -0.1421 -0.0493
H 1.0300 1.7326 0.1497 0.1463
H 0.5322 1.0726 -1.3667 0.1525
H -1.0936 0.7018 1.4591 0.1817
H -1.6466 1.0635 -0.1941 0.0856
H -1.2133 -1.4386 1.0806 0.1776
H -1.2342 -1.4812 -0.9688 0.1593
```

Record 3
DFT (ωB97M-V/def2-TZVPD) results for 2 unconnected molecules or ions with the total composition C5H10O.

The LUMO energy comes out at 1.0 eV. As for the electronic energy: -271.672877 hartree. As for the spin multiplicity: 1. The HOMO-LUMO gap is 10.07 eV.

XYZ file:
```
16
Properties=species:S:1:pos:R:3:lowdin_charge:R:1
O 1.8810 1.0619 -0.2790 -0.0376
C 0.8578 0.4226 -1.0305 -0.3768
C -0.5129 1.0452 -0.7061 -0.1352
C -0.9775 0.2052 0.4578 -0.1250
C -0.4349 -1.0079 0.3892 -0.1455
C 0.7575 -1.0332 -0.5218 -0.1249
H 1.7985 2.0097 -0.4491 0.0897
H 1.1106 0.4732 -2.0994 0.1370
H -0.4619 2.1351 -0.5688 0.1128
H -1.2208 0.8530 -1.5228 0.1173
H -1.6173 0.5653 1.2501 0.0625
H -0.7528 -1.8658 0.9630 0.0675
H 1.6228 -1.2259 0.1205 0.1186
H 0.7472 -1.7885 -1.3177 0.1134
H -1.7327 -0.7575 2.6566 0.0644
H -1.0645 -1.0923 2.6581 0.0618
```

Record 4
DFT (ωB97M-V/def2-TZVPD) results for a molecular structure, C14H37AgO4S3 at a distorted geometry.

The LUMO energy comes out at 0.2 eV. As for the electronic energy: -2197.888857 hartree. As for the spin multiplicity: 1. The HOMO-LUMO gap is 6.38 eV.

XYZ file:
```
59
Properties=species:S:1:pos:R:3:lowdin_charge:R:1
Ag 6.2188 23.0519 9.5861 0.7005
C 6.6596 25.0775 6.5445 -0.1245
C 6.3188 23.5434 6.3361 -0.4820
O 6.8731 22.6166 7.2372 -0.4032
H 6.1012 25.5595 7.3470 0.0397
H 6.3677 25.6956 5.6955 0.0447
H 7.7278 25.2789 6.6257 0.0404
H 6.6108 23.4021 5.2955 0.0730
H 5.2288 23.5364 6.3349 0.0555
C 9.9025 25.4896 9.5746 -0.2243
S 9.0510 24.7894 11.0605 0.8653
O 8.2437 23.5703 10.6012 -0.6288
C 10.5436 24.0596 11.7970 -0.2613
H 10.4938 26.3494 9.8894 0.0481
H 9.2274 25.7423 8.7570 0.0496
H 10.6848 24.8122 9.2324 0.0518
H 11.2583 24.8417 12.0530 0.0521
H 11.0793 23.4197 11.0959 0.0594
H 10.1629 23.5592 12.6874 0.0451
C 6.3556 19.2827 12.4561 -0.2529
S 6.0257 20.0783 10.8454 0.8743
O 5.6154 21.5275 11.0660 -0.6487
C 7.6168 20.1329 9.9500 -0.2343
H 6.5716 18.2211 12.3356 0.0480
H 5.5505 19.3684 13.1858 0.0554
H 7.2960 19.6115 12.8983 0.0481
H 7.5869 20.4630 8.9117 0.0505
H 8.0517 19.1357 9.8833 0.0533
H 8.2386 20.8216 10.5222 0.0401
C 5.8321 23.9245 13.1428 -0.2501
S 5.2920 25.3533 12.0915 0.9025
O 5.6628 24.9053 10.6506 -0.6798
C 3.4202 25.0463 12.0782 -0.2093
H 5.1265 23.1027 13.0212 0.0324
H 5.6822 24.3665 14.1278 0.0369
H 6.8199 23.4787 13.0259 0.0443
H 3.0283 24.9860 13.0935 0.0450
H 3.2812 24.0249 11.7237 0.0424
H 2.9613 25.7927 11.4298 0.0521
C 3.1235 22.0545 8.5797 -0.1242
C 2.3715 23.3665 8.3145 -0.2676
C 1.8955 23.5032 6.8530 -0.1970
C 1.4304 24.9596 6.5743 -0.2247
C 0.8273 25.1178 5.1655 -0.2856
C 0.4382 26.5577 4.9045 -0.1280
H 2.5616 21.1685 8.2842 0.0749
H 3.2892 21.9602 9.6529 0.0385
H 4.1713 22.0323 8.2802 0.0392
H 1.5683 23.4451 9.0472 0.0965
H 3.0101 24.1698 8.6821 0.0935
H 1.1432 22.7653 6.5744 0.1099
H 2.7409 23.2635 6.2081 0.1011
H 0.8119 25.3741 7.3704 0.1069
H 2.2164 25.7145 6.5537 0.1048
H 1.4471 24.6902 4.3773 0.1078
H -0.0412 24.4607 5.1212 0.0987
H -0.1227 26.7037 3.9813 0.0654
H -0.2348 26.9061 5.6880 0.0678
H 1.2966 27.2291 4.9234 0.0708
```

Record 5
DFT (ωB97M-V/def2-TZVPD) results for a molecular structure, C20H34ClO3PZr at a distorted geometry.

As for the charge: +2. The LUMO energy comes out at -7.6 eV. As for the electronic energy: -1856.293003 hartree. As for the spin multiplicity: 1. The HOMO-LUMO gap is 7.91 eV.

XYZ file:
```
60
Properties=species:S:1:pos:R:3:lowdin_charge:R:1
C 5.6967 0.4489 -1.7279 -0.6881
C 5.7936 1.9347 -2.0767 -0.1057
C 6.6885 0.1068 -0.6142 -0.0957
C 5.9858 -0.4097 -2.9604 -0.1027
Cl 3.7502 0.0772 -1.1133 0.5187
H 7.7280 0.3070 -0.9388 0.1135
H 6.6312 -0.9527 -0.3369 0.0865
H 6.5047 0.7076 0.2847 0.0857
H 6.7992 2.1932 -2.4554 0.1110
H 5.5994 2.5567 -1.1943 0.0841
H 5.0645 2.2010 -2.8507 0.0837
H 7.0010 -0.2145 -3.3527 0.1114
H 5.2717 -0.1974 -3.7645 0.0845
H 5.9239 -1.4783 -2.7208 0.0863
C -0.4692 1.1113 1.6979 -0.1485
C 0.4949 0.1864 2.1975 -0.1492
C 1.7563 0.4645 1.5549 -0.1764
H 0.3242 -0.4941 3.0280 0.1256
C 1.5592 1.5649 0.6560 -0.1999
C 0.2061 2.0024 0.7989 -0.1452
H -0.2195 2.8983 0.3483 0.1292
H -1.4659 1.2609 2.1109 0.1268
H 2.7154 0.0072 1.7840 0.1269
H 2.3197 2.0273 0.0322 0.0919
C -0.1781 -2.3722 -1.1738 -0.1587
C -0.5622 -2.4987 0.2074 -0.2068
C 0.6097 -2.3472 1.0067 -0.1441
H -1.5183 -2.8886 0.5687 0.0944
C 1.7230 -2.1127 0.1243 -0.1888
C 1.2242 -2.1075 -1.2297 -0.1842
H 1.8316 -2.0027 -2.1258 0.1191
H -0.8400 -2.5360 -2.0268 0.1384
H 0.6655 -2.5308 2.0765 0.1335
H 2.7672 -2.0581 0.4066 0.1037
Zr 0.2488 -0.2375 -0.1580 1.7227
C -3.2193 1.5949 -2.2403 -0.0600
C -2.4005 1.5764 -0.9821 -0.2260
O -1.8546 0.1821 -0.6991 -0.5141
P -3.1449 -1.0208 -0.0881 1.0309
O -4.5728 -0.5404 -0.6682 -0.3479
C -5.8434 -0.2234 0.0641 -0.1926
C -5.8449 1.1940 0.5468 -0.0682
O -3.1909 -0.4071 1.4459 -0.3755
C -3.7841 -1.1480 2.5832 -0.2447
C -2.7145 -1.2996 3.6386 -0.0636
H -2.6372 1.2139 -3.0851 0.0957
H -3.4993 2.6341 -2.4552 0.1071
H -4.1317 1.0052 -2.1307 0.0653
H -1.5094 2.2020 -1.0556 0.0908
H -2.9653 1.8704 -0.0907 0.1163
H -6.6242 -0.4063 -0.6819 0.1341
H -5.9426 -0.9470 0.8829 0.1098
H -5.5700 1.8858 -0.2571 0.0845
H -6.8556 1.4518 0.8806 0.1006
H -5.1675 1.3097 1.4014 0.0720
H -4.6502 -0.5704 2.9410 0.1267
H -4.1302 -2.1361 2.2369 0.1225
H -2.4164 -0.3241 4.0368 0.0883
H -3.1272 -1.8876 4.4619 0.0974
H -1.8341 -1.8271 3.2515 0.0670
```

Record 6
DFT (ωB97M-V/def2-TZVPD) results for C4H5N3 in the gas phase.

The LUMO energy comes out at 0.8 eV. As for the electronic energy: -319.648159 hartree. As for the spin multiplicity: 1. The HOMO-LUMO gap is 8.90 eV.

XYZ file:
```
12
Properties=species:S:1:pos:R:3:lowdin_charge:R:1
N -1.8134 0.0259 0.3160 0.1343
C -0.6021 0.0473 -0.2826 -0.3343
C 0.1747 1.2242 -0.3627 -0.1075
N 1.4222 1.1285 0.0992 0.0644
C 1.8951 -0.0902 0.3793 -0.2506
N 1.3459 -1.2138 -0.0922 0.0647
C 0.0976 -1.1479 -0.5560 -0.1099
H -2.2597 0.8897 0.5704 0.1037
H -2.2769 -0.8584 0.4328 0.1032
H -0.2544 2.2162 -0.5819 0.1150
H 2.7190 -0.1754 1.0874 0.1018
H -0.4055 -2.0586 -0.9213 0.1153
```